Arrangement P

ORCA calculation (ωB97M-V with the def2-TZVPD basis set) on the molecule C6H10N2.

Values from the calculation:
E_LUMO	0.94	eV
SMILES	C=N/C(N)=C\C(=C)C
gap between HOMO and LUMO	9.033	eV

ORCA input file:
```
! wB97M-V def2-TZVPD RIJCOSX def2/J DEFGRID3
* xyz 0 1
C -0.15 -0.46 2.26
N 0.13 0.18 1.22
C 1.20 -0.12 0.36
N 2.41 -0.54 0.91
C 0.79 -0.18 -0.91
C -0.76 0.09 -0.96
C -1.64 -0.89 -1.19
C -1.10 1.54 -1.16
H 0.42 -1.33 2.61
H -0.98 -0.12 2.86
H 3.15 -0.59 0.23
H 2.67 -0.04 1.75
H 1.36 -0.67 -1.69
H -1.37 -1.93 -1.09
H -2.63 -0.67 -1.56
H -2.17 1.69 -1.20
H -0.69 2.13 -0.34
H -0.65 1.91 -2.09
*
```



Arrangement Q

ORCA calculation (ωB97M-V with the def2-TZVPD basis set) on a structure of composition C6H10N2.

Values from the calculation:
E_LUMO	0.99	eV
gap between HOMO and LUMO	10.346	eV

ORCA input file:
```
! wB97M-V def2-TZVPD RIJCOSX def2/J DEFGRID3
* xyz 0 1
C -2.04 -0.57 -0.09
C 0.06 0.78 -0.92
C 0.76 1.42 0.27
C -0.15 0.35 1.03
C 0.71 -0.89 0.52
C 0.96 -0.48 -0.85
H -1.63 -1.60 0.08
H -2.81 -0.35 0.67
H -2.52 -0.42 -1.18
H -0.16 1.28 -1.87
H 1.81 1.67 0.39
H 0.41 2.37 0.53
H -0.57 0.32 2.15
H 0.78 -1.94 1.06
H 2.75 -1.01 -0.12
H 0.70 -1.34 -1.51
N -1.25 0.65 -0.15
N 2.20 -0.23 -0.02
*
```



Result of the stability comparison: arrangement P is the most stable of them.



Arrangement P

ORCA calculation (ωB97M-V with the def2-TZVPD basis set) on a cluster of 2 separate species, C6H10N2 in total.

Values from the calculation:
E_LUMO	0.78	eV
SMILES	CN=C=C(C)C.C#N
gap between HOMO and LUMO	8.952	eV

ORCA input file:
```
! wB97M-V def2-TZVPD RIJCOSX def2/J DEFGRID3
* xyz 0 1
C -0.08 -1.19 -2.66
N 0.27 -0.29 -1.68
C 0.00 -0.27 -0.51
C -0.20 -0.16 0.75
C -1.49 0.40 1.29
C 0.86 -0.60 1.69
H -0.88 -0.86 -3.30
H 0.89 -1.44 -3.24
H -0.54 -2.18 -2.22
H -1.64 0.45 2.40
H -2.41 0.01 0.95
H -1.64 1.53 0.99
H 0.52 -0.57 2.69
H 1.70 0.02 1.53
H 1.07 -1.73 1.52
C 1.23 2.30 -0.13
N 1.94 2.36 0.76
H 0.42 2.22 -0.83
*
```



Arrangement Q

ORCA calculation (ωB97M-V with the def2-TZVPD basis set) on the molecule C6H10N2.

Values from the calculation:
E_LUMO	0.88	eV
SMILES	[H]/N=C1\CC(CC)=CN1
gap between HOMO and LUMO	8.645	eV

ORCA input file:
```
! wB97M-V def2-TZVPD RIJCOSX def2/J DEFGRID3
* xyz 0 1
H -1.83 3.09 -1.00
N -1.99 2.88 0.00
C -1.40 1.77 0.22
C -0.71 0.78 -0.80
C -0.24 -0.36 0.08
C 0.61 -1.59 -0.47
C 2.10 -1.49 -0.32
C -0.52 -0.07 1.35
N -1.11 1.13 1.42
H 0.05 1.31 -1.32
H -1.44 0.40 -1.61
H 0.40 -1.91 -1.50
H 0.39 -2.46 0.08
H 2.49 -0.69 -1.01
H 2.52 -2.39 -0.56
H 2.31 -1.38 0.75
H -0.34 -0.47 2.30
H -1.29 1.45 2.38
*
```



Result of the stability comparison: arrangement Q is the most stable of them.